# 1
Density functional theory data (the ωB97M-V functional and the def2-TZVPD basis) for one molecule with the formula C4H3BrN2.

```
10
Properties=species:S:1:pos:R:3:forces:R:3
Br 0.175 -2.401 2.453 -0.368 1.554 -1.467
N 1.030 -0.113 0.924 -0.414 -3.329 3.418
N -1.091 -0.821 0.317 -0.527 -1.742 1.640
C -0.001 -0.950 1.092 -0.519 1.674 -1.796
C 1.030 0.759 -0.027 0.273 -0.293 -0.136
C -1.161 0.070 -0.675 2.741 -1.047 0.518
C -0.005 0.818 -0.919 -1.538 1.861 -2.430
H 1.988 1.212 0.065 0.324 1.470 -1.296
H -1.966 -0.042 -1.395 -0.207 0.420 0.384
H -0.001 1.468 -1.835 0.235 -0.567 1.165
```
Forces are in eV/Å.

Properties
relative energy (zero: lowest compared OMol25 entry of this formula, charge and spin) = 72.26 kJ/mol

---

# 2
Density functional theory data (the ωB97M-V functional and the def2-TZVPD basis) for C2H5N3S2 as an isolated structure.

```
12
Properties=species:S:1:pos:R:3:forces:R:3
C 0.153 0.426 -0.181 -3.765 3.877 0.965
C 0.407 -0.970 0.270 2.717 0.832 -0.857
H -1.638 -1.104 0.543 -1.823 3.837 -0.247
H -2.845 1.226 0.998 2.685 -3.833 -2.512
H 1.719 1.092 -1.078 0.246 1.328 1.064
H 0.634 2.308 -0.838 0.527 -1.238 1.052
H 1.868 -2.784 -0.412 1.255 -3.349 2.494
N -2.130 0.365 0.214 -2.120 -0.938 2.519
N -1.048 1.010 -0.042 2.744 -0.994 -0.069
N 1.143 1.541 -0.310 0.250 -2.731 -2.965
S 1.458 -1.807 -1.019 -2.691 4.013 -1.264
S 0.280 -1.303 1.855 -0.025 -0.803 -0.179
```
Forces are in eV/Å.

Properties
relative energy (zero: lowest compared OMol25 entry of this formula, charge and spin) = 762.67 kJ/mol

---

Look up the relative energy (zero: lowest compared OMol25 entry of this formula, charge and spin) of the first one.
72.26 kJ/mol

---

What is the formula in the first record?
C4H3BrN2

---

Which value of relative energy (zero: lowest compared OMol25 entry of this formula, charge and spin) does entry 1 give?
72.26 kJ/mol